(1)
# C3H8N2O

A cluster of 2 separate species, C3H8N2O in total in a non-equilibrium geometry (ωB97M-V/def2-TZVPD, OMol25).

## Properties
structure (SMILES)	C=NC.NC=O
HOMO level	-9.70	eV
frontier orbital gap	10.5621	eV

The geometry in ORCA input format:
```
! RIJCOSX wB97M-V def2-TZVPD def2/J DEFGRID3
* xyz 0 1
C 1.4458 2.9757 0.9764
N 1.3566 2.2372 -0.0443
C 1.6523 0.8229 0.1227
H 1.1516 4.0142 0.8458
H 1.8964 2.6410 1.9197
H 0.8806 0.3697 0.7536
H 2.6403 0.4910 0.4430
H 1.5095 0.3551 -0.8610
N -1.6948 -2.2498 -1.2561
C -2.4125 -2.3243 -0.0937
O -2.0501 -2.9297 0.8858
H -2.1152 -1.8119 -2.0588
H -0.9589 -2.9055 -1.4617
H -3.3017 -1.6857 -0.1715
*
```

---

(2)
# C44H43NO25P

A cluster of 7 separate species, C44H43NO25P in total (ωB97M-V/def2-TZVPD, OMol25).

## Properties
HOMO level	-2.68	eV
frontier orbital gap	2.4295	eV

The geometry in ORCA input format:
```
! RIJCOSX wB97M-V def2-TZVPD def2/J DEFGRID3
* xyz -1 1
C -0.2343 -4.8926 0.5571
C -1.5463 -5.4340 -0.0030
C -2.7571 -4.9896 0.8099
C -4.0743 -5.4667 0.2074
C -5.3708 -4.8949 0.8164
C -5.3965 -4.5432 2.3172
C -5.4857 -3.0415 2.6524
C -4.2213 -2.2084 2.5538
P -4.0757 -1.0691 1.2878
N -3.8049 -1.8012 -0.3483
O -2.4267 -0.6535 1.4376
H -0.3165 -3.8255 0.7830
H 0.6009 -5.0230 -0.1361
H 0.0327 -5.3944 1.4909
H -1.5083 -6.5297 -0.0263
H -1.6719 -5.1009 -1.0403
H -2.7840 -3.9008 0.8832
H -2.6520 -5.3693 1.8320
H -4.0705 -5.2156 -0.8596
H -4.0893 -6.5641 0.2676
H -6.1521 -5.6380 0.6211
H -5.6460 -3.9978 0.2544
H -4.5360 -4.9814 2.8343
H -6.2820 -5.0124 2.7642
H -5.9075 -3.0007 3.6734
H -6.2754 -2.6175 2.0119
H -3.2984 -2.7936 2.6734
H -4.4648 -1.4569 -1.0321
H -2.8728 -1.7292 -0.7511
H -1.8702 -1.3513 1.0674
C 1.1658 2.2430 3.3044
C 2.0779 2.8570 2.5439
C 1.8529 3.1384 1.0674
O 2.7681 3.7443 0.5107
C 0.6389 2.7153 0.4572
C -0.2975 2.0806 1.2035
C -0.0936 1.8302 2.6985
O -1.0101 1.3381 3.3137
O -1.4302 1.6825 0.6989
O 3.2526 3.3081 2.9758
H 1.3080 2.0535 4.3593
H 0.4805 2.9345 -0.5894
H -1.9444 1.0849 1.3031
H 3.6625 3.7157 2.1811
C -0.4615 6.8956 4.3873
C -0.9992 6.3813 3.2701
C -0.1483 5.9867 2.0748
O -0.7422 5.4799 1.1387
C 1.2761 6.1945 2.1295
C 1.8180 6.6962 3.2513
C 0.9712 7.0689 4.4603
O 1.5621 7.4925 5.4373
O 3.1181 6.8860 3.3850
O -2.2857 6.1502 3.0909
H -1.0551 7.1671 5.2487
H 1.8713 5.9156 1.2712
H 3.3285 7.2144 4.2826
H -2.3683 5.7397 2.2046
C -2.9692 -1.2522 -4.4754
C -4.2913 -1.4930 -4.3862
C -5.2128 -1.4779 -5.5976
O -6.3876 -1.7109 -5.3846
C -4.6408 -1.2091 -6.9000
C -3.3204 -0.9847 -6.9843
C -2.4172 -0.9910 -5.7609
O -1.2285 -0.7643 -5.9823
O -2.6636 -0.7401 -8.1053
O -4.8717 -1.7533 -3.2418
H -2.3140 -1.2446 -3.6155
H -5.2931 -1.2050 -7.7614
H -1.7220 -0.6441 -7.8457
H -5.8335 -1.8483 -3.3807
C 3.0018 0.2314 -1.6697
C 1.6831 -0.0222 -1.5916
C 0.7833 -0.0446 -2.8214
O -0.3876 -0.3033 -2.6098
C 1.3481 0.2442 -4.1189
C 2.6621 0.5038 -4.1882
C 3.5687 0.4992 -2.9627
O 4.7466 0.7366 -3.1840
O 3.3192 0.7827 -5.3019
O 1.0390 -0.2691 -0.4716
H 3.6459 0.2484 -0.8021
H 0.6889 0.2415 -4.9756
H 4.2506 0.9150 -5.0228
H 0.0978 -0.4066 -0.7100
C 5.5460 4.7743 5.4010
C 5.9137 3.5569 5.8351
C 5.4628 2.9890 7.1784
O 5.8762 1.8715 7.4366
C 4.6066 3.7787 8.0237
C 4.2335 4.9931 7.5871
C 4.6941 5.5578 6.2485
O 4.2732 6.6772 5.9962
O 3.4376 5.8140 8.2416
O 6.6930 2.7301 5.1695
H 5.8571 5.1796 4.4489
H 4.2826 3.3684 8.9691
H 3.3050 6.5925 7.6579
H 6.7652 1.9257 5.7265
C 3.1478 -3.5316 -6.7398
C 3.8206 -4.3334 -5.9015
C 3.3161 -4.6803 -4.5051
O 4.0359 -5.4372 -3.8709
C 2.0870 -4.1047 -4.0415
C 1.4092 -3.2878 -4.8718
C 1.8890 -2.9829 -6.2950
O 1.1666 -2.2711 -6.9690
O 0.2959 -2.6777 -4.5395
O 4.9749 -4.9144 -6.1779
H 3.4982 -3.2916 -7.7334
H 1.7494 -4.3271 -3.0387
H 0.0252 -2.0741 -5.2715
H 5.1976 -5.4312 -5.3726
*
```

---

(3)
# C27H39As3Cl2CsI2N4O2S2

A structure of composition C27H39As3Cl2CsI2N4O2S2 in a non-equilibrium geometry (ωB97M-V/def2-TZVPD, OMol25).

## Properties
HOMO level	-4.37	eV
frontier orbital gap	6.1052	eV

The geometry in ORCA input format:
```
! RIJCOSX wB97M-V def2-TZVPD def2/J DEFGRID3
* xyz -1 1
Cs -0.4733 0.4381 -0.3323
N -7.3624 2.4428 -2.8268
C -6.0028 2.1559 -2.9552
C -5.5129 1.5910 -4.1356
C -4.1792 1.2571 -4.2487
C -3.3071 1.4850 -3.1899
C -3.7847 2.0633 -2.0228
C -5.1264 2.3891 -1.9006
S -1.5899 1.1167 -3.3482
O -0.9622 1.9527 -2.3307
O -1.2306 1.3429 -4.7253
N -1.2655 -0.3645 -2.9020
C -2.0058 -1.4635 -3.0323
N -1.4052 -2.6139 -2.5840
C -2.0941 -3.7455 -2.6117
C -3.3899 -3.8147 -3.0757
C -3.9163 -2.6165 -3.5388
N -3.2601 -1.4758 -3.5339
H -7.8579 2.5867 -3.6907
H -7.5975 3.1237 -2.1239
H -6.1872 1.4096 -4.9651
H -3.7972 0.8262 -5.1628
H -3.1112 2.2666 -1.2007
H -5.4891 2.8298 -0.9794
H -1.5647 -4.6188 -2.2442
H -3.9490 -4.7374 -3.0846
H -4.9266 -2.5838 -3.9395
C 2.4351 2.9921 -2.7104
As 2.1915 2.2076 -0.9264
C 3.8693 1.2002 -0.9237
C 2.9219 3.6606 0.2046
C 2.0567 4.9013 0.5153
C 1.4209 5.4732 -0.7472
C 0.9469 4.5950 1.5435
As -0.5926 3.4306 1.0625
C -1.7396 4.7841 0.1846
C -1.4279 3.5871 2.8241
C 2.9638 5.9488 1.2078
As 4.4041 7.0272 0.3822
C 5.0792 6.0277 -1.1637
C 3.3326 8.3257 -0.6275
H 3.3380 3.6044 -2.7422
H 1.5622 3.5745 -2.9937
H 2.5337 2.1669 -3.4158
H 4.7080 1.8660 -1.1379
H 3.8253 0.4121 -1.6739
H 4.0128 0.7230 0.0452
H 3.8473 3.9700 -0.2798
H 3.2059 3.1787 1.1462
H 0.7188 4.7671 -1.1954
H 2.1627 5.7082 -1.5098
H 0.8619 6.3854 -0.5203
H 0.5024 5.5396 1.8754
H 1.3942 4.1283 2.4274
H -1.5815 5.7734 0.6185
H -2.7761 4.4867 0.3529
H -1.5606 4.8132 -0.8887
H -1.6285 4.6343 3.0574
H -0.7532 3.1606 3.5660
H -2.3448 3.0006 2.8112
H 3.4407 5.4647 2.0647
H 2.3303 6.7372 1.6316
H 5.6855 5.1845 -0.8364
H 5.7239 6.7192 -1.7082
H 4.2952 5.6748 -1.8296
H 2.6129 8.7885 0.0480
H 2.7995 7.8753 -1.4617
H 4.0005 9.1011 -1.0021
Cl 0.7322 0.6285 2.6106
C -0.3334 -0.0338 3.8662
C 0.2829 -0.3016 5.0722
C -0.4715 -0.8118 6.1192
C -1.8220 -1.0360 5.9138
C -2.3998 -0.7529 4.6878
Cl -4.1142 -1.0777 4.5552
C -1.7038 -0.2294 3.5804
S -2.4616 0.1274 2.0514
H 1.3415 -0.1109 5.1773
H -0.0138 -1.0297 7.0748
H -2.4488 -1.4330 6.7007
I 0.9635 -2.6590 -1.7886
I 3.5765 -2.7783 -0.8017
*
```